# 1
Here is C15H11AsF5N3O9Se2Te2Ti as an isolated structure from the Open Molecules 2025 dataset. Energies are from ωB97M-V/def2-TZVPD.

Its charge is -2. As for the orbital gap: 5.42 eV. The LUMO energy comes out at 0.1457 hartree. The max |F| is 0.00584 Eh/bohr.

Each line ends with the Löwdin charge.
Geometry (Å):
Ti  -1.7200  0.6208  -0.3390  0.573
Se  -4.6260  3.4718  -1.1651  -0.339
Te  -4.4098  4.6988  0.9981  -0.106
Te  -3.6825  0.7576  1.6582  0.377
Se  -4.3222  1.0731  -0.7080  -0.100
C  -0.7487  5.2494  -0.6795  -0.210
As  -0.3338  3.5523  0.0936  1.060
C  -0.5208  3.6768  1.9906  -0.197
C  1.4268  3.0398  -0.4468  -0.185
O  -1.4563  2.5003  -0.5597  -0.606
H  -0.0568  6.0092  -0.3157  0.033
H  -1.7765  5.4904  -0.4013  -0.037
H  -0.6669  5.1449  -1.7604  0.046
H  0.1243  4.4719  2.3665  0.038
H  -0.2504  2.7086  2.4038  0.029
H  -1.5708  3.9030  2.1831  -0.021
H  1.9488  2.5896  0.3934  0.033
H  1.9643  3.9098  -0.8238  0.033
H  1.2772  2.2796  -1.2298  0.021
O  2.8286  -3.2433  -3.9132  0.048
N  2.2132  -3.9267  -3.1107  -0.366
O  2.4210  -5.1228  -2.9524  0.031
C  1.1899  -3.2870  -2.3073  -0.148
C  0.4979  -4.0465  -1.3888  0.064
C  -0.4531  -3.4402  -0.5851  -0.056
C  -0.7624  -2.0601  -0.6954  -0.264
O  -1.5955  -1.4139  0.0267  -0.141
C  -0.0416  -1.3569  -1.7072  -0.123
C  0.9319  -1.9185  -2.4723  0.088
N  -0.3656  0.0417  -1.7731  -0.405
O  0.4818  0.8084  -2.4246  -0.189
O  -1.7323  0.1507  -2.1525  -0.237
N  -1.0984  -4.2822  0.4132  -0.340
O  -1.1869  -5.4808  0.1687  0.037
O  -1.4780  -3.7738  1.4458  0.104
H  0.7079  -5.0977  -1.2718  0.124
H  1.4762  -1.2912  -3.1627  0.126
F  2.6575  -3.5346  2.9740  0.088
C  1.9756  -2.4763  2.4963  -0.155
C  2.4888  -1.7166  1.4643  -0.149
F  3.6799  -2.0397  0.9318  0.097
C  1.7925  -0.6210  0.9858  -0.140
F  2.3451  0.0856  -0.0116  0.104
C  0.5433  -0.2343  1.4980  -0.276
O  -0.1314  0.7836  1.0271  -0.223
C  0.0740  -1.0182  2.5671  -0.151
F  -1.0852  -0.6964  3.1514  0.068
C  0.7617  -2.1124  3.0506  -0.158
F  0.2635  -2.8262  4.0701  0.104



# 2
Here is one molecule with the formula C4H6OS from the Open Molecules 2025 dataset. Energies are from ωB97M-V/def2-TZVPD.

Its charge is 0. As for the orbital gap: 7.59 eV. The SMILES is CC(=O)C(C)=S. The LUMO energy comes out at -0.0557 hartree. The max |F| is 0.05766 Eh/bohr.

Each line ends with the Löwdin charge.
Geometry (Å):
C  -0.8659  1.6861  -0.0035  -0.130
C  -0.7153  0.1829  -0.0533  -0.725
C  0.7258  -0.1871  -0.0259  -0.470
C  0.9819  -1.6525  -0.0002  -0.058
H  -0.8953  2.0303  1.0526  0.100
H  0.0005  2.1583  -0.4495  0.065
H  -1.8244  2.0498  -0.5012  0.097
H  0.4267  -2.0509  0.8777  0.090
H  2.0405  -1.9098  -0.0247  0.092
H  0.4601  -2.0941  -0.8058  0.056
O  1.6810  0.5928  -0.0402  0.087
S  -2.0156  -0.8058  -0.0261  0.795



# 3
Here is C33H53BN2O3P2Pt as an isolated structure from the Open Molecules 2025 dataset. Energies are from ωB97M-V/def2-TZVPD.

Its charge is 0. As for the orbital gap: 7.92 eV. The LUMO energy comes out at 0.0209 hartree. The max |F| is 0.00940 Eh/bohr.

Each line ends with the Löwdin charge.
Geometry (Å):
Pt  -0.5623  -0.7085  1.1580  0.988
C  -0.8836  0.8703  -4.2662  -0.115
C  -0.1116  -0.3220  -3.6852  -0.709
C  -1.1389  -1.1671  -2.9215  -0.115
C  0.4786  -1.1576  -4.8189  -0.088
P  1.0959  0.3462  -2.3985  1.159
C  1.8460  -1.2215  -1.6678  -0.262
N  2.2526  -1.0402  -0.2835  0.004
B  1.4112  -0.7195  0.8447  -0.651
N  2.3286  -0.3389  1.8942  -0.041
C  1.8516  0.3231  3.0772  -0.245
P  0.1183  0.8076  2.6112  0.963
C  0.3112  2.5719  2.0217  -0.660
C  0.7747  3.5689  3.0875  -0.081
C  1.3698  2.5314  0.9068  -0.107
C  -1.0050  3.0512  1.4002  -0.087
C  -0.8446  0.6568  4.2043  -0.672
C  -0.2418  1.4494  5.3675  -0.083
C  -2.3025  1.0725  3.9838  -0.082
C  -0.8325  -0.8350  4.5852  -0.099
C  3.6313  -0.4449  1.4469  -0.176
C  4.8329  -0.1952  2.0832  -0.019
C  6.0138  -0.4343  1.3833  -0.108
C  5.9787  -0.9264  0.0865  -0.104
C  4.7678  -1.1734  -0.5589  -0.033
C  3.5864  -0.9096  0.1134  -0.176
C  2.5446  1.1594  -3.2998  -0.700
C  3.5245  0.2496  -4.0425  -0.085
C  2.0020  2.1990  -4.2852  -0.116
C  3.3066  1.9208  -2.2028  -0.103
H  -1.6872  0.4969  -4.9077  0.085
H  -0.2589  1.5284  -4.8684  0.045
H  -1.3357  1.4636  -3.4690  0.082
H  -2.0274  -1.3087  -3.5436  0.092
H  -1.4548  -0.6809  -1.9943  0.072
H  -0.7521  -2.1548  -2.6771  0.057
H  -0.3304  -1.5724  -5.4291  0.086
H  1.0687  -1.9946  -4.4384  0.081
H  1.1121  -0.5631  -5.4775  0.062
H  2.6907  -1.5795  -2.2549  0.075
H  1.0940  -2.0055  -1.7054  0.072
H  2.4614  1.1935  3.3341  0.094
H  1.8321  -0.3424  3.9438  0.091
H  1.6173  3.2033  3.6765  0.075
H  -0.0254  3.8520  3.7684  0.068
H  1.1051  4.4791  2.5809  0.089
H  2.3616  2.2732  1.2845  0.088
H  1.4334  3.5298  0.4650  0.091
H  1.1044  1.8324  0.1123  0.028
H  -1.7761  3.2288  2.1478  0.061
H  -1.3818  2.3316  0.6705  0.077
H  -0.8242  3.9977  0.8839  0.089
H  -0.4243  2.5172  5.2760  0.062
H  0.8333  1.2865  5.4724  0.078
H  -0.7160  1.1172  6.2949  0.089
H  -2.3975  2.1201  3.7016  0.062
H  -2.8430  0.9378  4.9250  0.090
H  -2.7772  0.4635  3.2149  0.059
H  0.1351  -1.1550  4.9732  0.075
H  -1.1013  -1.4739  3.7431  0.060
H  -1.5700  -0.9919  5.3764  0.089
H  4.8548  0.1624  3.1056  0.105
H  6.9661  -0.2471  1.8620  0.095
H  6.9055  -1.1248  -0.4361  0.097
H  4.7656  -1.5628  -1.5671  0.094
H  3.0377  -0.3763  -4.7883  0.061
H  4.0812  -0.3937  -3.3645  0.053
H  4.2624  0.8705  -4.5602  0.088
H  1.5789  1.7378  -5.1787  0.063
H  2.8225  2.8467  -4.6071  0.086
H  1.2387  2.8310  -3.8252  0.082
H  3.7190  1.2539  -1.4457  0.067
H  2.6555  2.6406  -1.7026  0.064
H  4.1403  2.4686  -2.6531  0.088
C  -7.6055  -0.4503  0.9126  -0.079
O  -7.1995  -1.5133  0.0692  -0.070
C  -5.8808  -1.8103  0.0281  -0.282
C  -5.5407  -2.8783  -0.8394  -0.013
C  -4.2373  -3.2469  -0.9346  -0.034
C  -3.1930  -2.6009  -0.2178  -0.112
C  -1.8585  -3.0850  -0.3528  -0.388
C  -1.5877  -4.3537  -1.1314  -0.012
O  -0.8355  -2.5645  0.1494  -0.142
C  -3.5384  -1.5095  0.6477  -0.338
O  -2.7163  -0.8365  1.3612  -0.215
C  -4.9178  -1.1570  0.7491  0.050
H  -8.6828  -0.3698  0.7988  0.091
H  -7.1351  0.4897  0.6153  0.096
H  -7.3628  -0.6616  1.9567  0.096
H  -6.3240  -3.3721  -1.3963  0.114
H  -3.9872  -4.0652  -1.5956  0.105
H  -2.1518  -5.1945  -0.7273  0.093
H  -0.5237  -4.5675  -1.0722  0.088
H  -1.8720  -4.2358  -2.1781  0.083
H  -5.1481  -0.3378  1.4140  0.109



# 4
Here is one molecule with the formula C4H8ClNO3 from the Open Molecules 2025 dataset. Energies are from ωB97M-V/def2-TZVPD.

Its charge is 0. As for the orbital gap: 10.51 eV. The SMILES is C[C@@](O)(Cl)[C@H](N)C(=O)O. The LUMO energy comes out at 0.0207 hartree. The max |F| is 0.07011 Eh/bohr.

Each line ends with the Löwdin charge.
Geometry (Å):
C  0.7868  1.6649  0.2426  -0.514
C  0.0908  -0.7698  1.8687  -0.027
C  -0.2603  0.6343  -0.3010  -0.318
C  0.0131  -0.8035  0.2425  -0.773
N  -0.2291  0.5854  -1.7407  0.063
O  1.9624  1.2862  0.6114  0.162
O  0.4120  2.8148  0.1996  0.113
O  1.1967  -1.3400  -0.3074  -0.109
Cl  -1.3628  -1.9781  -0.2603  0.596
H  0.0709  -1.7911  2.2981  0.087
H  1.0044  -0.2371  2.1819  0.086
H  -0.8094  -0.3541  2.1838  0.051
H  -1.1981  0.9326  0.1680  0.142
H  0.2273  1.3223  -2.2676  0.097
H  -1.2106  0.4766  -2.0301  0.091
H  2.1338  0.3394  0.5151  0.107
H  0.9753  -1.8069  -1.2078  0.147



# 5
Here is C54H48ClN7OPbSi as an isolated structure from the Open Molecules 2025 dataset. Energies are from ωB97M-V/def2-TZVPD.

Its charge is 0. As for the orbital gap: 6.48 eV. The LUMO energy comes out at 0.0040 hartree. The max |F| is 0.02518 Eh/bohr.

Each line ends with the Löwdin charge.
Geometry (Å):
Pb  -0.1453  0.5373  0.8316  1.471
C  0.0730  4.0260  -4.2959  -0.056
C  0.0837  3.8505  -2.8071  -0.284
C  -0.9885  4.2732  -2.0230  -0.032
C  -1.0288  4.0390  -0.6703  -0.028
C  -0.0027  3.3405  -0.0099  -0.307
N  -0.1148  2.8705  1.2732  -0.067
C  -0.7914  3.5681  2.2107  -0.235
C  -0.7962  4.9829  2.1740  -0.024
C  -1.4466  5.7526  3.1000  -0.047
C  -2.1278  5.1602  4.1635  -0.293
C  -2.7848  5.9976  5.2213  -0.060
C  -2.1119  3.7822  4.2434  0.005
C  -1.4728  2.9696  3.3019  -0.108
N  -1.5652  1.5759  3.5116  -0.061
C  -2.5394  0.9560  4.2047  -0.039
C  -2.2028  -0.3796  4.3194  -0.036
C  -0.9989  -0.4937  3.6450  -0.154
N  -0.6288  0.6914  3.1468  -0.046
C  1.1230  3.0062  -0.7974  -0.179
C  1.1500  3.2424  -2.1657  0.008
N  2.2776  2.4913  -0.1706  -0.093
C  3.5023  3.0390  -0.2258  -0.042
C  4.3199  2.2995  0.6017  -0.053
C  3.4844  1.3108  1.1175  -0.157
N  2.2587  1.4375  0.6353  -0.019
H  -0.8297  4.5498  -4.6000  0.071
H  0.9411  4.5919  -4.6326  0.077
H  0.0964  3.0530  -4.7877  0.079
H  -1.8162  4.7816  -2.4975  0.111
H  -1.8900  4.3381  -0.0940  0.107
H  -0.2574  5.4646  1.3703  0.115
H  -1.4273  6.8293  3.0110  0.111
H  -3.2441  6.8821  4.7838  0.075
H  -3.5497  5.4329  5.7488  0.072
H  -2.0432  6.3286  5.9514  0.080
H  -2.5984  3.3199  5.0898  0.106
H  -3.4165  1.4603  4.5533  0.125
H  -2.7498  -1.1606  4.8073  0.100
H  -0.3933  -1.3632  3.4920  0.103
H  2.0174  2.9345  -2.7345  0.125
H  3.6950  3.9096  -0.8167  0.126
H  5.3597  2.4528  0.8026  0.093
H  3.7238  0.5359  1.8137  0.095
Cl  -7.9346  0.4034  0.4736  0.632
C  -6.2272  0.7220  0.4945  -0.690
C  -5.7591  2.0214  0.2586  -0.101
C  -4.4155  2.2437  0.1909  0.002
C  -3.4455  1.2018  0.3203  -0.365
O  -2.2178  1.4770  0.1745  -0.192
C  -3.9513  -0.0992  0.6445  -0.142
C  -3.1472  -1.2485  0.8343  -0.101
N  -1.8714  -1.4058  0.6553  0.014
C  -1.3880  -2.7021  0.7901  -0.224
C  -2.1953  -3.8292  0.5476  -0.031
C  -1.7851  -5.1013  0.8863  -0.070
C  -0.5863  -5.2730  1.5539  -0.036
C  0.2779  -4.1945  1.7003  -0.155
C  1.4722  -4.3296  2.5151  -0.020
C  2.3295  -3.3237  2.6572  -0.030
C  2.2242  -2.1223  1.7956  -0.209
N  0.9382  -1.9258  1.0494  -0.104
C  -0.0615  -2.9293  1.1868  -0.138
C  -5.3468  -0.2959  0.7318  -0.076
H  -6.4638  2.8291  0.1237  0.105
H  -4.0407  3.2388  0.0146  0.105
H  -3.7297  -2.1129  1.1751  0.123
H  -3.1464  -3.6954  0.0561  0.107
H  -2.4183  -5.9499  0.6736  0.106
H  -0.2848  -6.2448  1.9179  0.110
H  1.5690  -5.2352  3.0967  0.114
H  3.1570  -3.3622  3.3484  0.109
H  2.4815  -1.2095  2.3404  0.137
H  -5.7215  -1.2865  0.9508  0.109
C  -3.2912  -3.0090  -2.9088  -0.084
C  -2.2350  -3.9054  -2.9171  -0.092
C  -0.9641  -3.4807  -2.5767  -0.105
C  -0.7155  -2.1538  -2.2350  -0.304
C  -1.7845  -1.2620  -2.2607  -0.112
C  -3.0617  -1.6824  -2.5845  -0.073
Si  1.0229  -1.5029  -1.8694  0.786
C  1.9292  -1.6556  -3.5355  -0.255
C  3.3004  -1.5308  -3.7330  -0.107
C  3.8452  -1.3879  -4.9981  -0.081
C  3.0189  -1.3430  -6.1069  -0.087
C  1.6522  -1.4879  -5.9380  -0.081
C  1.1215  -1.6541  -4.6736  -0.097
H  -4.2899  -3.3440  -3.1485  0.103
H  -2.4067  -4.9341  -3.1988  0.103
H  -0.1467  -4.1874  -2.5900  0.111
H  -1.6188  -0.2231  -2.0175  0.092
H  -3.8758  -0.9701  -2.5881  0.110
H  0.9217  -0.0250  -1.7151  -0.004
H  3.9564  -1.5185  -2.8824  0.061
H  4.9133  -1.2746  -5.1201  0.103
H  3.4324  -1.1973  -7.0923  0.101
H  0.9843  -1.4374  -6.7872  0.104
H  0.0506  -1.7577  -4.5715  0.094
C  4.9667  -1.1930  -0.4991  -0.038
C  4.3171  -2.4759  0.0529  -0.531
C  5.1475  -2.9488  1.2505  -0.047
C  4.3144  -3.6081  -0.9866  -0.029
C  2.8964  -2.2198  0.4416  -0.115
C  1.7184  -2.0343  -0.1880  -0.182
H  5.7675  -1.4391  -1.1937  0.089
H  5.3929  -0.6098  0.3139  0.073
H  4.2311  -0.5695  -1.0007  0.071
H  6.1812  -3.0675  0.9347  0.091
H  4.7919  -3.9074  1.6185  0.080
H  5.1207  -2.2315  2.0667  0.085
H  5.3252  -3.8275  -1.3207  0.090
H  3.7085  -3.3564  -1.8494  0.059
H  3.9059  -4.5152  -0.5462  0.092



# 6
Here is a 2-piece molecular cluster, NO4P overall from the Open Molecules 2025 dataset. Energies are from ωB97M-V/def2-TZVPD.

Its charge is -2. As for the orbital gap (alpha / beta): 6.12 / 6.22 eV. The LUMO energy (alpha / beta) comes out at 0.2735 / 0.2735 hartree. The max |F| is 0.06047 Eh/bohr.

Each line ends with the Löwdin charge.
Geometry (Å):
N  0.8043  -0.6565  0.3931  -0.205
O  -1.3014  -1.0498  -1.1781  -0.469
O  1.1359  0.0123  -0.8871  -0.377
O  0.9124  0.3764  2.3965  -0.662
O  -1.0620  1.3445  -0.2954  -0.439
P  -0.4893  -0.0270  -0.4289  0.152



> What is the max |F| in the second record?

0.05766 Eh/bohr



> charge of number 4 (C4H8ClNO3)?

0



> Among the records above, which one has the lowest max |F|?

C15H11AsF5N3O9Se2Te2Ti